[1]
Molecular formula: C6H6INO
Method: DFT, ωB97M-V with the def2-TZVPD basis set

Summary:
relative energy (zero: lowest compared OMol25 entry of this formula, charge and spin) = 386.9 kJ/mol
total energy = -659.7275 Ha
LUMO level = -0.473 eV
HOMO level = -9.541 eV

```
! RIJCOSX wB97M-V def2-TZVPD def2/J DEFGRID3
* xyz 0 1
C -2.112 1.872 -0.618
C -1.184 1.331 -1.149
C 0.638 0.950 1.342
C 0.282 -1.791 1.252
C -0.106 0.371 -1.722
C 0.697 -0.720 0.269
N 0.819 1.772 2.107
O 0.040 -0.736 -0.828
I 2.991 -0.381 -0.021
H -2.950 2.405 -0.322
H -0.615 -1.518 1.775
H 0.101 -2.539 0.542
H 1.081 -1.935 1.874
H 0.872 0.912 -1.806
H -0.552 0.007 -2.695
*
```

[2]
Molecular formula: C4H12
Method: DFT, ωB97M-V with the def2-TZVPD basis set

Summary:
relative energy (zero: lowest compared OMol25 entry of this formula, charge and spin) = 71.5 kJ/mol
total energy = -159.5577 Ha
LUMO level = 1.181 eV
HOMO level = -11.501 eV
SMILES string = CC.CC

```
! RIJCOSX wB97M-V def2-TZVPD def2/J DEFGRID3
* xyz 0 1
C 1.158 -1.534 0.429
C 0.698 -1.152 1.846
H 1.839 -2.344 0.442
H 0.318 -1.785 -0.233
H 1.608 -0.735 -0.117
H 0.097 -0.294 1.975
H 0.207 -2.045 2.328
H 1.551 -0.938 2.460
C -1.457 0.894 -1.501
C -0.332 1.743 -0.748
H -2.403 1.005 -0.967
H -1.794 1.400 -2.507
H -1.254 -0.067 -1.835
H 0.644 1.357 -0.737
H -0.291 2.798 -1.162
H -0.589 1.694 0.326
*
```

[3]
Molecular formula: C2H9NO2
Method: DFT, ωB97M-V with the def2-TZVPD basis set

Summary:
relative energy (zero: lowest compared OMol25 entry of this formula, charge and spin) = 150.8 kJ/mol
total energy = -286.7609 Ha
LUMO level = 0.781 eV
HOMO level = -9.163 eV
SMILES string = C=NC.O.O

```
! RIJCOSX wB97M-V def2-TZVPD def2/J DEFGRID3
* xyz 0 1
C -0.611 -1.767 -1.097
N -0.492 -0.923 -0.180
C 0.159 -0.995 1.063
H -1.327 -1.437 -1.842
H -0.197 -2.780 -1.306
H 1.255 -0.792 1.057
H 0.151 -1.906 1.834
H -0.265 -0.178 1.667
O 1.982 1.583 0.068
H 1.959 2.334 0.642
H 1.523 1.986 -0.720
O -1.305 1.906 -0.158
H -0.679 1.531 -0.816
H -2.151 1.438 -0.212
*
```

[4]
Molecular formula: C2H5NS
Method: DFT, ωB97M-V with the def2-TZVPD basis set

Summary:
relative energy (zero: lowest compared OMol25 entry of this formula, charge and spin) = 317.9 kJ/mol
total energy = -532.0215 Ha
LUMO level (spin up / spin down) = -1.122 / -1.116 eV
HOMO level (spin up / spin down) = -8.573 / -8.569 eV
SMILES string = C=C.N=S

```
! RIJCOSX wB97M-V def2-TZVPD def2/J DEFGRID3
* xyz 0 1
C 0.964 -1.018 0.305
C 1.530 0.117 -0.015
H 1.408 -1.901 -0.048
H 0.121 -1.266 0.876
H 1.071 0.976 0.388
H 2.498 0.121 -0.367
N -2.153 1.187 -0.249
S -3.117 0.093 0.184
H -2.321 1.692 -1.075
*
```